The following is a quantum chemistry calculation of C22H32AlBr2Cl3INO2P as an isolated structure, from the Open Molecules 2025 dataset.

- Net charge: -1
- E_tot: -8472.9405 hartree
- Frontier orbital gap: 7.30 eV
- Multiplicity: 1
- Energy above the lowest of the compared OMol25 structures with the same formula, charge and spin: 19.94 kcal/mol
- Maximum force: 0.046 hartree/bohr

```
65
C22H32AlBr2Cl3INO2P (ωB97M-V/def2-TZVPD)
C 1.3523 -3.6961 1.3941
C 1.7096 -2.7172 0.2528
C 2.0069 -1.2572 0.6043
I 3.2234 -1.2182 2.4199
C 0.7742 -0.2466 0.5713
C 0.5438 0.4233 1.9310
Cl 1.3556 1.9272 2.2692
C -0.2261 -0.0191 2.9312
C -0.4028 0.6981 4.2346
Cl -1.1025 -1.5230 2.8773
O -0.3296 -0.9791 0.1914
Al -0.7551 -0.9772 -1.5495
C -2.7596 -0.6878 -1.7982
C -3.2489 0.3451 -0.8234
C -3.2950 0.0596 0.5149
C -3.6944 0.9944 1.4250
C -4.0536 2.2354 0.9876
C -4.4667 3.3285 1.9578
C -4.0496 2.5263 -0.3406
C -3.6516 1.5870 -1.2585
C -0.3651 -2.6609 -2.6566
Br -1.5302 -2.6232 -4.2597
C 1.1935 -2.6953 -3.0321
C 1.7570 -4.1074 -2.8187
Br 1.6182 -2.0934 -4.8420
O 0.3686 0.3839 -1.8197
C 0.9112 0.8771 -0.5791
C 2.3038 1.3830 -1.0455
C 3.5468 1.4650 -0.1246
C 4.2939 2.8019 -0.1503
Cl 3.5961 4.0985 0.8448
P -0.2849 2.3380 -0.3983
N 0.3666 3.7382 -0.0594
H 1.0492 -3.2278 2.3230
H 0.5980 -4.3958 1.0334
H 2.2226 -4.3108 1.6271
H 2.6434 -3.0988 -0.1693
H 0.9807 -2.8460 -0.5377
H 2.7158 -0.9139 -0.1466
H 0.5503 1.0030 4.6547
H -0.8597 0.0167 4.9514
H -1.0950 1.5323 4.1227
H -3.2187 -1.6395 -1.5093
H -3.0138 -0.4665 -2.8310
H -2.9927 -0.9328 0.8210
H -3.6972 0.7628 2.4827
H -3.9734 3.1669 2.9177
H -5.5433 3.3390 2.1279
H -4.1033 4.2781 1.5708
H -4.3511 3.5020 -0.7033
H -3.6230 1.7985 -2.3193
H -0.6041 -3.5876 -2.1422
H 1.6707 -1.9957 -2.3519
H 1.1800 -4.6151 -2.0490
H 2.7979 -4.0452 -2.5035
H 1.6479 -4.6608 -3.7481
H 2.5661 0.7621 -1.9000
H 2.1548 2.3747 -1.4773
H 3.4231 1.1454 0.9040
H 4.2996 0.7852 -0.5412
H 5.2742 2.5971 0.2780
H 4.4732 3.1124 -1.1776
H -1.2127 1.9201 0.5790
H -0.9717 2.4509 -1.6164
H 0.1734 4.4137 -0.7888
```